Record 1
12
Properties=species:S:1:pos:R:3:forces:R:3:nbo_charge:R:1 method="wB97M-V/def2-TZVPD" homo_lumo_gap_ha="0.300 / 0.300" charge=0 relative_energy_ev=6.637
C -1.643 -1.023 0.195 -0.084 0.333 0.193 -0.688
N 1.626 0.224 -0.281 -0.390 -0.542 0.452 0.274
C -0.452 -0.333 -0.357 -0.037 0.527 -0.956 0.330
O 0.042 1.650 0.128 0.771 -0.304 0.218 -0.938
O 2.693 0.194 0.553 -0.522 -0.198 -0.435 -0.470
N 0.737 -0.594 0.184 1.083 0.395 0.690 -0.375
H 3.335 0.775 0.117 -0.095 -0.030 -0.005 0.483
H 0.035 2.582 -0.146 -0.837 -0.150 -0.101 0.449
H -0.505 0.093 -1.354 -0.090 -0.027 0.071 0.203
H -2.478 -0.321 0.243 0.046 -0.048 -0.044 0.250
H -1.945 -1.835 -0.474 0.102 0.052 -0.015 0.241
H -1.447 -1.413 1.192 0.053 -0.007 -0.068 0.240

Record 2
64
Properties=species:S:1:pos:R:3:forces:R:3:nbo_charge:R:1 method="wB97M-V/def2-TZVPD" homo_lumo_gap_ha=0.154 charge=+1
C -4.640 -4.225 -0.648 -0.659 -0.079 0.034 -0.650
C -3.537 -3.332 -1.073 0.527 0.430 -0.086 0.002
C -2.301 -3.859 -1.455 0.153 -0.592 0.131 0.444
F -2.165 -5.224 -1.397 -0.025 1.230 -0.332 -0.322
C -1.234 -3.084 -1.852 0.324 0.330 0.245 -0.226
C -1.311 -1.662 -1.732 -1.109 -0.590 0.230 -0.150
C -0.228 -0.751 -1.904 -0.196 0.255 -0.523 0.043
C 1.138 -1.066 -2.168 1.238 0.187 0.298 -0.150
C 1.778 -2.313 -1.900 -0.073 0.099 -0.410 -0.228
C 3.052 -2.538 -2.397 -0.327 -0.649 0.010 0.449
F 3.571 -3.807 -2.380 -0.452 1.122 0.422 -0.321
C 3.839 -1.542 -2.973 -0.493 0.198 0.075 -0.014
C 5.238 -1.826 -3.379 0.558 0.174 -0.238 -0.646
C 3.250 -0.278 -3.131 0.045 -0.051 0.148 -0.200
C 1.942 -0.041 -2.744 -0.393 -0.229 -0.077 -0.137
C -2.595 -1.121 -1.427 0.536 0.139 -0.292 -0.123
C -3.669 -1.933 -1.129 -0.192 -0.215 0.059 -0.219
H -5.541 -3.620 -0.504 0.071 -0.255 0.053 0.227
H -4.854 -4.992 -1.403 0.112 0.140 0.176 0.251
H -4.411 -4.746 0.292 0.034 0.141 -0.253 0.250
H -0.348 -3.556 -2.268 -0.297 -0.026 0.253 0.240
H -0.533 0.274 -2.157 0.212 -0.463 0.142 0.230
H 1.271 -3.093 -1.342 0.224 0.069 -0.154 0.241
H 5.711 -0.887 -3.683 0.049 -0.248 0.026 0.228
H 5.818 -2.264 -2.555 -0.205 0.073 -0.201 0.248
H 5.291 -2.526 -4.224 -0.092 0.106 0.222 0.252
H 3.843 0.521 -3.576 -0.184 -0.196 0.115 0.234
H 1.478 0.930 -2.926 0.203 -0.217 0.020 0.223
H -2.715 -0.034 -1.473 0.010 -0.369 0.172 0.218
H -4.653 -1.499 -0.926 0.379 -0.102 0.001 0.234
C 3.573 1.515 1.160 0.287 -0.009 -0.229 -0.615
C 2.377 2.456 1.167 0.090 0.123 0.209 0.131
C 2.552 3.473 2.293 0.132 0.314 0.094 -0.616
C 2.268 3.211 -0.152 0.227 0.151 -0.096 -0.627
N 1.160 1.674 1.412 -0.682 0.315 -0.769 -0.695
P -0.313 1.817 0.531 0.332 -0.510 1.082 1.039
H -0.185 0.509 -0.171 0.011 -0.461 -0.405 -0.111
N -1.175 1.198 1.887 0.149 0.479 -0.964 -0.694
C -2.592 1.444 2.182 -0.016 0.095 0.244 0.131
C -3.255 0.124 2.546 -0.334 -0.130 -0.091 -0.616
C -3.281 2.093 0.989 -0.288 0.055 0.005 -0.625
C -2.695 2.396 3.371 -0.197 0.250 0.168 -0.616
C -0.329 0.701 2.852 1.483 0.153 0.328 -0.068
C 0.993 0.972 2.584 -1.202 -0.392 0.855 -0.057
H 3.450 0.725 0.411 0.025 0.094 0.101 0.215
H 4.470 2.096 0.917 -0.058 -0.200 0.067 0.222
H 3.723 1.058 2.143 0.019 0.018 -0.193 0.214
H 1.703 4.167 2.327 0.151 -0.113 -0.002 0.218
H 2.640 2.984 3.269 0.007 0.109 -0.170 0.215
H 3.469 4.045 2.106 -0.206 -0.046 0.172 0.222
H 1.453 3.947 -0.134 0.185 -0.184 -0.016 0.227
H 3.213 3.754 -0.295 -0.314 -0.111 -0.088 0.234
H 2.129 2.539 -1.007 0.012 0.042 0.120 0.207
H -2.842 -0.283 3.474 -0.099 -0.006 -0.166 0.215
H -4.324 0.304 2.702 0.145 -0.154 0.032 0.222
H -3.133 -0.614 1.746 -0.010 0.076 0.098 0.215
H -2.856 3.080 0.761 -0.101 -0.249 0.035 0.229
H -3.241 1.467 0.090 0.015 0.077 0.142 0.203
H -4.337 2.232 1.260 0.278 0.010 -0.212 0.235
H -2.224 3.359 3.143 -0.083 -0.158 0.046 0.218
H -3.757 2.565 3.591 0.252 0.048 0.078 0.222
H -2.218 1.979 4.265 -0.110 0.085 -0.141 0.215
H -0.750 0.289 3.769 0.386 -0.007 -0.384 0.233
H 1.848 0.821 3.243 -0.463 -0.179 -0.215 0.232

Record 3
121
Properties=species:S:1:pos:R:3:forces:R:3:mulliken_charge:R:1 method="wB97M-V/def2-TZVPD" homo_lumo_gap_ha=0.065 charge=+1 relative_energy_ev=0.000
Al -1.168 -2.667 0.706 2.106 2.960 0.039 1.417
C 2.859 -1.631 3.193 0.102 -0.414 -0.711 0.552
F 3.983 -1.473 2.499 -0.101 -0.156 -0.139 -0.165
F 3.184 -1.945 4.431 -0.419 0.097 0.110 -0.207
F 2.163 -0.517 3.115 0.173 0.061 0.528 -0.159
S 1.852 -3.015 2.393 0.619 -1.998 -1.302 1.514
O 2.583 -4.223 2.677 -0.142 0.909 0.174 -0.643
O 0.488 -3.038 2.963 -1.383 0.492 -0.144 -0.628
O 1.702 -2.684 0.974 -0.026 0.543 0.153 -0.822
C 2.214 0.853 0.031 -1.910 -0.248 0.182 0.420
F 2.772 1.338 1.123 0.169 0.113 -0.156 -0.144
F 2.256 1.721 -0.964 0.422 0.224 -0.009 -0.144
F 2.793 -0.275 -0.329 0.343 -0.110 0.030 -0.043
S 0.343 0.544 0.371 -0.943 0.787 1.915 0.306
O -0.107 -0.404 -0.661 -0.250 -1.644 -0.775 -0.314
O 0.203 -0.110 1.670 0.286 0.167 -0.774 0.078
O -0.320 1.827 0.272 0.927 -0.443 -0.341 -0.609
C 2.209 -3.174 -3.384 0.571 0.202 -0.363 -0.593
C 1.016 -3.912 -3.941 -0.203 -0.292 -0.773 -0.500
C 0.319 -4.399 -2.695 0.781 -0.612 -0.840 -0.506
O 0.436 -3.287 -1.811 -0.964 0.094 0.580 -0.104
C 1.728 -2.663 -2.029 -0.001 -0.558 -0.126 0.826
H 2.497 -2.353 -4.042 0.065 0.040 0.118 0.198
H 3.077 -3.829 -3.307 -0.058 -0.011 0.190 0.330
H 1.271 -4.755 -4.585 0.121 0.069 -0.006 0.539
H 0.395 -3.240 -4.537 -0.183 -0.016 0.155 0.051
H 0.891 -5.270 -2.355 0.030 0.127 0.516 0.543
H -0.672 -4.785 -2.934 -0.428 0.724 0.692 0.131
H 2.391 -2.993 -1.225 -0.045 0.324 0.161 0.344
H 1.586 -1.585 -2.020 -0.154 -0.082 0.303 -0.964
C -5.422 -0.257 0.401 0.031 -0.378 -0.591 -0.784
C -4.729 0.987 0.930 -0.217 0.856 -0.004 -0.822
C -3.238 0.730 0.746 -0.223 0.452 0.642 0.716
O -3.114 -0.595 0.207 1.085 -0.711 -0.290 0.210
C -4.326 -0.900 -0.469 -1.254 -0.317 -0.039 0.105
H -6.302 -0.045 -0.206 -0.026 0.069 0.092 0.436
H -5.731 -0.912 1.215 0.092 -0.090 -0.029 0.239
H -5.013 1.249 1.950 0.151 -0.342 0.116 0.293
H -4.961 1.894 0.367 -0.268 -0.202 -0.230 0.359
H -2.706 0.844 1.691 0.352 -0.492 -0.121 0.134
H -2.816 1.459 0.054 0.230 -0.311 -0.167 -0.816
H -4.431 -1.969 -0.653 0.173 -0.112 0.676 0.164
H -4.363 -0.519 -1.497 0.481 0.707 0.162 -0.188
C -4.497 3.920 -2.545 -0.384 0.514 -0.487 -0.739
C -3.160 3.660 -1.923 0.630 -1.052 0.984 -0.451
C -2.751 2.337 -2.588 0.583 1.380 -1.360 0.624
O -3.954 1.627 -2.885 -0.048 -0.192 0.688 -0.287
C -5.066 2.524 -2.739 -0.072 0.228 -0.193 -0.437
H -4.381 4.430 -3.503 0.004 -0.073 -0.036 0.293
H -5.147 4.543 -1.930 0.002 -0.032 0.006 0.363
H -3.280 3.490 -0.848 0.047 0.160 0.083 0.158
H -2.407 4.434 -2.058 -0.080 0.019 -0.058 0.487
H -1.953 1.756 -2.123 -0.569 -0.317 0.608 -0.700
H -2.289 2.637 -3.539 -0.070 -0.212 -0.215 0.282
H -5.680 2.266 -1.871 0.046 -0.349 0.003 0.169
H -5.681 2.474 -3.638 -0.054 -0.186 0.045 0.384
C 2.621 2.056 4.609 0.377 1.353 -0.659 0.012
C 2.057 1.221 5.720 0.895 -1.010 0.724 0.029
C 0.877 2.003 6.248 0.500 -0.213 -0.649 -0.540
O 0.404 2.628 5.054 -1.517 0.393 0.349 -0.560
C 1.370 2.713 4.013 0.458 -0.357 0.574 0.291
H 3.163 1.513 3.837 0.090 -0.151 0.193 -0.477
H 3.271 2.865 4.949 0.128 -0.227 0.287 0.454
H 2.779 0.967 6.498 0.077 0.144 -0.019 0.479
H 1.770 0.266 5.278 -0.465 0.005 0.251 -0.212
H 1.125 2.716 7.040 0.291 0.331 -0.332 0.340
H 0.129 1.356 6.711 -0.206 0.072 -0.444 0.194
H 1.499 3.770 3.774 0.114 -0.077 -0.154 0.392
H 1.063 2.164 3.117 -0.462 0.088 0.138 -0.362
C 6.401 0.859 0.973 -0.524 0.380 -0.261 -0.027
C 7.382 0.429 2.075 -1.071 -0.636 -0.752 -0.528
C 7.931 1.735 2.586 -0.295 0.502 -0.240 -0.493
O 7.037 2.781 2.151 -0.016 -0.004 0.082 -0.479
C 5.921 2.236 1.463 0.655 -0.608 0.043 0.203
H 5.550 0.191 0.836 0.086 -0.181 0.147 -0.111
H 6.907 0.898 0.007 0.073 0.292 0.029 0.327
H 8.083 -0.260 1.608 0.356 0.075 0.460 0.385
H 6.829 -0.095 2.856 0.117 -0.081 0.032 0.134
H 8.897 1.955 2.131 0.195 0.057 0.443 0.272
H 7.925 1.743 3.675 0.528 0.113 0.004 0.308
H 5.641 2.953 0.691 -0.087 -0.138 -0.086 0.289
H 5.075 2.074 2.140 -0.047 0.214 0.118 -0.252
C 1.990 0.934 -3.953 -0.152 -0.831 1.114 -0.243
C 1.840 0.212 -5.285 0.019 1.108 -0.557 -0.233
C 0.895 1.187 -5.980 -0.046 -0.258 0.451 -0.709
O -0.029 1.469 -4.939 -0.998 0.911 -0.038 -0.470
C 0.567 1.411 -3.637 0.477 -0.794 -1.298 0.617
H 2.634 1.813 -3.934 0.327 -0.248 -0.463 0.385
H 2.370 0.201 -3.237 0.057 0.346 0.344 -0.124
H 1.282 -0.718 -5.170 0.343 -0.216 0.122 -0.101
H 2.808 0.086 -5.768 -0.139 -0.274 -0.171 0.419
H 0.278 0.792 -6.786 0.320 -0.056 -0.181 0.364
H 1.431 2.085 -6.302 -0.076 0.047 -0.087 0.290
H -0.030 0.650 -3.127 0.174 0.315 0.637 -0.730
H 0.577 2.391 -3.159 -0.330 -0.106 0.164 0.472
C -3.084 0.201 4.679 -0.472 0.341 0.608 -0.788
C -1.636 0.235 5.190 -0.427 -0.316 -0.714 -0.457
C -0.963 -0.873 4.350 1.127 0.246 0.888 0.696
O -1.885 -1.274 3.334 -0.376 -0.023 -0.668 -0.119
C -3.210 -1.064 3.874 0.218 -0.317 -0.345 -0.085
H -3.245 1.090 4.068 -0.194 -0.118 -0.139 0.205
H -3.830 0.205 5.474 0.041 0.132 0.031 0.431
H -1.552 0.074 6.263 -0.027 -0.187 -0.060 0.446
H -1.211 1.204 4.934 0.085 -0.147 0.202 0.052
H -0.630 -1.737 4.930 -0.484 -0.125 0.145 0.359
H -0.035 -0.463 3.955 -0.359 -0.139 -0.700 -0.848
H -3.499 -1.939 4.462 0.101 0.069 0.250 0.458
H -3.941 -0.980 3.068 0.237 -0.003 -0.257 -0.264
C -3.246 -3.012 -4.211 -0.948 0.341 -0.791 -0.692
C -2.999 -1.512 -4.106 0.555 0.215 0.463 -0.465
C -1.976 -1.493 -2.960 -0.214 0.061 -1.025 1.693
O -2.414 -2.569 -2.108 0.241 -0.483 1.785 -0.251
C -3.275 -3.510 -2.769 0.190 0.598 -1.558 -0.697
H -2.459 -3.477 -4.805 0.111 -0.084 0.189 0.274
H -4.183 -3.170 -4.748 -0.006 -0.346 0.132 0.478
H -3.879 -0.920 -3.849 -0.126 -0.223 0.148 0.254
H -2.622 -1.090 -5.036 0.220 -0.013 0.099 0.402
H -1.908 -0.571 -2.389 -0.220 -0.128 0.155 -1.167
H -0.987 -1.725 -3.362 0.093 -0.048 0.169 -0.580
H -4.291 -3.463 -2.376 0.098 0.004 0.331 0.428
H -2.907 -4.536 -2.777 0.167 0.047 0.674 0.334

Record 4
16
Properties=species:S:1:pos:R:3:forces:R:3:nbo_charge:R:1 method="wB97M-V/def2-TZVPD" homo_lumo_gap_ha=0.212 charge=0 relative_energy_ev=7.879
O 0.960 -1.246 -0.138 0.112 3.528 -1.716 -0.526
C 1.076 -0.130 -0.755 3.099 -4.120 0.840 0.440
N 0.181 0.843 -0.895 -4.323 1.464 2.370 -0.350
C -1.079 0.649 -0.186 0.677 -1.702 -7.267 -0.225
C -1.184 1.374 1.189 -0.527 2.611 5.484 0.121
C 0.034 0.934 2.047 -0.934 0.458 0.685 -0.617
O -2.328 1.080 1.750 1.726 0.140 -1.581 -0.369
H 2.100 0.129 -1.290 -1.912 -0.663 0.918 0.138
H 2.011 -4.322 -4.334 0.741 1.478 -0.038 -0.001
H -1.961 1.095 -0.826 1.876 -0.419 1.463 0.267
H -1.285 -0.396 0.004 0.074 -0.192 0.327 0.237
H -1.047 2.444 0.943 -0.415 -0.082 -0.498 0.189
H 0.035 -0.136 2.083 0.384 -0.724 0.129 0.236
H 0.979 1.316 1.638 -0.297 -0.002 0.007 0.222
H -0.189 1.316 3.086 0.461 -0.297 -1.163 0.238
H 1.697 -4.949 -4.317 -0.742 -1.477 0.039 0.001

Record 5
8
Properties=species:S:1:pos:R:3:forces:R:3:nbo_charge:R:1 method="wB97M-V/def2-TZVPD" homo_lumo_gap_ha=0.418 charge=0 relative_energy_ev=2.593 smiles=On1cnnn1
C -0.511 0.880 -0.038 1.400 1.967 -0.430 0.104
H 1.926 -0.712 0.583 0.805 -0.005 -0.044 0.490
H -0.330 1.969 -0.108 0.125 -1.051 0.247 0.231
N 0.428 -0.091 -0.096 -2.193 0.306 0.027 0.093
N -1.675 0.330 -0.037 -0.391 -1.911 -0.358 -0.275
N -1.445 -1.028 -0.090 1.337 0.403 0.709 -0.077
N -0.134 -1.256 -0.076 -3.107 -0.387 -0.580 -0.094
O 1.741 -0.093 -0.138 2.023 0.678 0.429 -0.472

Record 6
65
Properties=species:S:1:pos:R:3:forces:R:3:lowdin_spin:R:1 method="wB97M-V/def2-TZVPD" s2=2.031 homo_lumo_gap_ha="0.248 / 0.141" charge=+2 spin_multiplicity=3
Au -0.317 -1.188 -0.058 0.337 -0.007 0.294 0.503
C -2.678 -4.265 2.172 -0.024 -0.004 0.036 0.001
O -2.093 -3.260 3.058 0.015 0.048 0.023 0.004
C -1.513 -2.377 2.286 -0.045 0.021 -0.117 0.008
N -1.644 -2.494 1.010 -0.117 -0.134 0.148 0.015
C -2.537 -3.655 0.758 -0.009 0.065 -0.018 0.001
C -2.055 -4.654 -0.270 -0.070 -0.072 -0.024 0.001
C -1.132 -4.351 -1.262 -0.023 -0.035 0.064 0.009
C -0.767 -5.301 -2.204 -0.022 -0.094 -0.021 0.001
C -1.330 -6.567 -2.173 -0.025 0.021 0.033 0.000
C -2.263 -6.878 -1.192 0.079 0.035 -0.075 0.000
C -2.621 -5.930 -0.250 0.033 0.114 -0.010 0.000
C -0.811 -1.240 2.915 -0.157 0.075 -0.078 0.009
C -0.689 -1.062 4.276 -0.082 0.082 -0.072 0.004
C -0.135 0.137 4.722 -0.020 -0.029 -0.014 -0.001
C 0.246 1.097 3.804 0.109 -0.035 -0.026 0.006
C 0.109 0.827 2.444 -0.064 -0.028 0.103 0.012
N -0.394 -0.326 2.026 0.061 -0.124 0.196 0.144
C 0.453 1.829 1.409 -0.079 -0.013 -0.084 0.005
N -0.342 2.220 0.512 0.120 -0.216 -0.020 0.002
C 0.378 3.270 -0.250 -0.040 -0.054 -0.069 0.000
C 1.774 3.312 0.413 0.064 0.027 0.040 0.001
O 1.698 2.330 1.486 0.089 0.230 0.103 0.000
C -0.387 4.568 -0.217 -0.037 0.099 0.005 0.000
C -1.076 5.001 -1.343 0.089 -0.019 0.122 0.000
C -1.807 6.179 -1.308 -0.001 0.049 0.094 0.000
C -1.855 6.930 -0.142 0.041 -0.044 0.016 0.000
C -1.173 6.499 0.992 -0.081 0.054 -0.117 0.000
C -0.443 5.324 0.953 -0.025 -0.093 -0.127 0.000
H -3.704 -4.415 2.495 0.026 -0.025 -0.027 0.000
H -2.097 -5.176 2.299 -0.025 0.013 -0.032 0.000
H -3.494 -3.234 0.433 0.034 -0.055 -0.022 0.000
H -0.676 -3.372 -1.322 0.011 0.036 0.033 0.009
H -0.041 -5.050 -2.966 0.014 -0.005 -0.015 0.000
H -1.048 -7.308 -2.908 0.008 -0.007 -0.009 0.000
H -2.714 -7.860 -1.159 -0.004 -0.029 -0.012 0.000
H -3.359 -6.195 0.498 -0.027 0.024 0.035 0.000
H -1.046 -1.818 4.960 0.011 -0.025 0.006 0.001
H -0.029 0.324 5.782 0.000 -0.001 0.019 0.000
H 0.649 2.049 4.118 0.011 0.006 0.002 0.001
H 0.449 2.934 -1.289 -0.012 0.010 0.027 0.000
H 2.015 4.276 0.855 -0.008 -0.016 -0.026 0.000
H 2.581 3.006 -0.252 -0.005 0.004 -0.013 0.001
H -1.044 4.418 -2.255 0.021 -0.030 -0.017 0.000
H -2.336 6.511 -2.190 -0.017 0.025 -0.014 0.000
H -2.421 7.851 -0.115 -0.008 0.008 0.006 0.000
H -1.212 7.080 1.902 -0.008 0.024 0.011 0.000
H 0.077 4.997 1.847 0.032 -0.026 0.021 0.000
Br -0.750 -0.649 -2.731 -0.258 -0.068 -0.184 0.160
C 0.985 0.022 -2.932 0.226 0.103 0.050 0.136
C 1.347 0.500 -4.194 -0.045 0.003 -0.015 0.058
C 2.623 0.985 -4.402 -0.070 -0.006 -0.074 0.062
C 3.548 0.992 -3.361 -0.016 -0.035 0.118 0.149
C 3.198 0.509 -2.092 -0.136 -0.027 -0.046 0.003
C 4.141 0.490 -1.049 0.002 0.020 -0.101 0.185
C 3.800 -0.022 0.198 -0.079 -0.070 0.149 0.060
C 2.522 -0.498 0.424 0.091 0.001 0.129 0.110
C 1.517 -0.465 -0.562 0.131 0.199 -0.314 0.297
C 1.877 0.015 -1.845 -0.061 0.034 -0.143 0.021
H 0.627 0.482 -4.999 -0.001 0.010 -0.024 0.002
H 2.909 1.355 -5.377 -0.029 0.001 -0.023 0.001
H 4.547 1.372 -3.532 0.028 0.001 0.026 0.005
H 5.141 0.861 -1.229 0.023 0.009 -0.027 0.006
H 4.544 -0.043 0.982 -0.042 -0.029 0.050 0.001
H 2.280 -0.903 1.399 0.066 0.008 0.047 0.006

| no. | F_max (Eh/bohr) | total energy (Ha) |
| --- | --- | --- |
| 1 | 0.026 | -339.5888 |
| 2 | 0.030 | -1623.3508 |
| 3 | 0.071 | -4024.6968 |
| 4 | 0.146 | -362.7960 |
| 5 | 0.062 | -333.4525 |
| 6 | 0.009 | -4296.3736 |